No. 1
2 unconnected molecules or ions with the total composition C3H7NO2P in a non-equilibrium geometry. Source: OMol25; level of theory: the ωB97M-V functional and the def2-TZVPD basis.

Structure (XYZ):
```
14
Properties=species:S:1:pos:R:3:nbo_charge:R:1
C 1.73200 -1.98698 0.77503 -0.395
C 1.40209 -0.72934 1.19524 -0.513
C -1.33690 1.03167 -1.67743 -0.436
N -0.04555 1.13873 -0.95703 -0.962
O -1.46655 -1.11727 0.92897 -1.127
O -0.65407 1.00103 2.10642 -1.141
P -0.40152 -0.10537 1.15515 2.174
H 2.73241 -2.19947 0.67182 0.178
H 0.94712 -2.55290 0.40676 0.208
H 2.00520 -0.11584 1.88420 0.210
H -1.26915 0.31683 -2.54961 0.179
H -2.25156 1.22106 -1.08479 0.177
H -1.41224 2.03479 -2.25067 0.133
H 0.01872 2.06307 -0.60405 0.314
```

The net charge is -1. The HOMO-LUMO gap is 7.535 eV. The LUMO energy comes out at 4.09 eV. The value obtained for the relative energy (zero: lowest compared OMol25 entry of this formula, charge and spin) is 73.45 kcal/mol. Its total energy is -18098.424 eV.

=====

No. 2
C3H7NO2S in the gas phase in a non-equilibrium geometry. Source: OMol25; level of theory: the ωB97M-V functional and the def2-TZVPD basis.

Structure (XYZ):
```
14
Properties=species:S:1:pos:R:3:nbo_charge:R:1
N 1.61275 -0.22227 0.22503 -0.820
C 0.31173 0.37778 -0.09017 -0.178
C -0.49716 -0.62877 -0.97464 -0.504
S -1.04650 0.11340 -2.55802 -0.035
C -0.52125 0.68845 1.14315 0.771
O -1.29081 1.60536 1.23862 -0.584
O -0.40536 -0.24385 2.12134 -0.704
H 1.46526 -0.87628 0.98561 0.369
H 2.24907 0.48704 0.57909 0.364
H 0.37689 1.32066 -0.62069 0.233
H 0.13232 -1.46566 -1.20067 0.242
H -1.40338 -0.88653 -0.43205 0.222
H 0.03166 -0.29198 -3.23812 0.124
H -1.01522 0.02266 2.82151 0.501
```

The HOMO-LUMO gap is 9.746 eV. The LUMO energy comes out at 0.59 eV. The value obtained for the relative energy (zero: lowest compared OMol25 entry of this formula, charge and spin) is 13.99 kcal/mol. The SMILES is N[C@@H](CS)C(=O)O. Its total energy is -19644.998 eV.

=====

No. 3
C3H7NO3 in the gas phase in a non-equilibrium geometry. Source: OMol25; level of theory: the ωB97M-V functional and the def2-TZVPD basis.

Structure (XYZ):
```
14
Properties=species:S:1:pos:R:3:nbo_charge:R:1
O 2.75801 0.85625 -0.29206 -0.635
C 1.55508 0.72943 -0.23098 0.876
O 0.70159 1.77336 -0.30639 -0.691
N 0.91133 -0.45602 0.00420 -0.663
C -0.39800 -0.73722 -0.63014 -0.245
C -1.54820 -0.53035 0.34502 -0.085
O -1.27308 0.13013 1.56094 -0.708
H 1.27356 2.55720 -0.32373 0.506
H 1.53267 -1.22813 0.16606 0.411
H -0.48017 -0.14118 -1.52528 0.213
H -0.29618 -1.77370 -0.92340 0.206
H -2.12452 -1.44981 0.48965 0.162
H -2.29263 0.17497 -0.04439 0.180
H -0.31947 0.09506 1.71050 0.473
```

The HOMO-LUMO gap is 10.688 eV. The LUMO energy comes out at 0.62 eV. The value obtained for the relative energy (zero: lowest compared OMol25 entry of this formula, charge and spin) is 26.84 kcal/mol. The SMILES is O=C(O)NCCO. Its total energy is -10857.204 eV.

=====

No. 4
C3H7NO3 in the gas phase in a non-equilibrium geometry. Source: OMol25; level of theory: the ωB97M-V functional and the def2-TZVPD basis.

Structure (XYZ):
```
14
Properties=species:S:1:pos:R:3:nbo_charge:R:1
C -2.23724 0.02006 0.04026 -0.270
O -0.91033 0.40111 -0.16437 -0.496
C -0.07817 -0.62014 -0.12050 0.837
O -0.44562 -1.81918 -0.14897 -0.666
N 1.21307 -0.22630 -0.36221 -0.156
C 1.55000 1.09950 -0.03394 -0.433
O 2.18309 -1.07597 0.10200 -0.542
H -2.33987 -0.24652 1.07905 0.185
H -2.84838 0.92322 -0.15651 0.198
H -2.58068 -0.92210 -0.52475 0.217
H 0.69186 1.72460 -0.14691 0.233
H 2.31925 1.42765 -0.72953 0.206
H 1.92776 1.19426 1.00169 0.194
H 1.55527 -1.88019 0.16469 0.491
```

The HOMO-LUMO gap is 9.938 eV. The LUMO energy comes out at 0.73 eV. The value obtained for the relative energy (zero: lowest compared OMol25 entry of this formula, charge and spin) is 76.34 kcal/mol. The SMILES is COC(=O)N(C)O. Its total energy is -10855.057 eV.

=====

No. 5
A molecular structure, C3H7NO3 in a non-equilibrium geometry. Source: OMol25; level of theory: the ωB97M-V functional and the def2-TZVPD basis.

Structure (XYZ):
```
14
Properties=species:S:1:pos:R:3:nbo_charge:R:1
C 0.43906 -0.77078 -0.10414 0.437
C -0.65193 0.30230 -0.00902 -0.238
N -0.16699 1.64420 0.23637 -0.826
C -1.62771 -0.12746 1.09020 0.450
O 1.50757 -0.62688 0.65664 -0.782
O 1.32121 -0.41762 -1.50457 -0.820
O -2.17176 -1.20018 1.11120 -0.512
H 2.02281 -0.37293 -0.44789 0.529
H 1.49816 -1.21546 -2.02464 0.492
H 0.04468 -1.78427 -0.25439 0.165
H -1.22384 0.27910 -0.94043 0.232
H 0.57633 1.61443 0.92858 0.377
H 0.22718 2.03669 -0.60994 0.373
H -1.79479 0.63886 1.87203 0.125
```

The HOMO-LUMO gap is 10.195 eV. The LUMO energy comes out at 0.50 eV. The value obtained for the relative energy (zero: lowest compared OMol25 entry of this formula, charge and spin) is 84.55 kcal/mol. Its total energy is -10854.701 eV.

=====

No. 6
C3H7NO3 in the gas phase in a non-equilibrium geometry. Source: OMol25; level of theory: the ωB97M-V functional and the def2-TZVPD basis.

Structure (XYZ):
```
14
Properties=species:S:1:pos:R:3:nbo_charge:R:1
C 1.45182 0.81516 0.83907 -0.266
O 0.94955 -0.04545 -0.19124 -0.524
C -0.37367 -0.09177 -0.29522 0.477
C -0.89352 -1.52747 -0.70158 -0.094
O -0.14530 -2.52895 -0.13029 -0.714
N -1.16986 0.85630 -0.40246 -0.231
O -0.68712 2.22666 -0.25943 -0.597
H 1.31043 1.83793 0.37893 0.219
H 0.75455 0.83297 1.67758 0.177
H 2.38783 0.52505 1.20165 0.194
H -0.88269 -1.52980 -1.84954 0.176
H -1.97460 -1.54239 -0.33547 0.209
H 0.78386 -2.45927 -0.18286 0.486
H -1.51127 2.63104 0.25085 0.486
```

The HOMO-LUMO gap is 10.558 eV. The LUMO energy comes out at 0.71 eV. The value obtained for the relative energy (zero: lowest compared OMol25 entry of this formula, charge and spin) is 106.60 kcal/mol. The SMILES is CO/C(CO)=N\O. Its total energy is -10853.745 eV.